P.
C10H22NOP | ωB97M-V/def2-TZVPD

```
35
Properties=species:S:1:pos:R:3:nbo_charge:R:1
C 0.764 2.697 -0.160 -0.4181
C -0.782 2.893 0.171 -0.4167
C 1.287 1.740 0.832 -0.5991
C -1.451 1.538 0.415 -0.5887
C 2.696 1.252 0.417 -0.5998
C -2.599 1.534 1.525 -0.6139
C -0.174 -3.024 -2.002 -0.6071
C 1.381 -2.321 -0.292 -0.6295
C -1.232 -2.434 -0.018 -0.6294
C 0.017 -2.068 -0.890 0.0208
N -0.223 -0.700 -1.352 -0.7489
O -0.265 -0.304 2.174 -1.0614
P -0.007 0.409 0.927 1.8930
H 0.843 2.374 -1.229 0.2224
H 1.288 3.709 -0.070 0.2277
H -0.861 3.726 0.928 0.2174
H -1.288 3.191 -0.745 0.2219
H 1.458 2.021 1.909 0.2595
H -1.764 0.931 -0.521 0.2819
H 3.157 0.539 1.132 0.2177
H 3.360 2.124 0.402 0.2166
H 2.538 0.707 -0.549 0.2074
H -2.697 2.551 1.932 0.2068
H -2.389 0.796 2.320 0.2354
H -3.526 1.219 1.117 0.2135
H 0.667 -3.027 -2.740 0.2069
H -0.292 -4.067 -1.533 0.2111
H -1.205 -2.848 -2.549 0.2178
H 1.545 -1.884 0.710 0.2160
H 2.248 -1.819 -0.793 0.2106
H 1.554 -3.411 -0.218 0.2187
H -2.112 -2.238 -0.622 0.2177
H -1.271 -3.527 0.146 0.2015
H -1.214 -1.921 1.099 0.2429
H 0.550 -0.356 -1.873 0.3273
```

* Kohn-Sham gap (spin up / spin down): 8.188 / 8.198 eV
* total charge: 0
* highest occupied orbital energy (spin up / spin down): -8.481 / -8.494 eV

=====

Q.
C10H22NOP | ωB97M-V/def2-TZVPD

```
35
Properties=species:S:1:pos:R:3:nbo_charge:R:1
C -1.611 0.154 -0.548 -0.1852
C -0.981 -1.261 0.041 -0.4002
C -0.361 0.922 -0.658 -0.4124
C -2.822 0.659 0.266 -0.6448
C -1.705 -2.403 -0.536 -0.6188
C -1.047 -1.382 1.571 -0.6010
C -0.029 1.678 0.565 -0.6230
C -0.544 1.684 -1.918 -0.6038
C 4.117 0.182 0.484 -0.6139
C 2.896 0.045 -0.435 -0.2389
N 1.783 -0.583 0.235 -0.9845
O 0.717 -1.424 -2.113 -1.0752
P 0.526 -0.703 -0.867 2.1120
H -1.789 -0.188 -1.573 0.2121
H -2.698 0.739 1.396 0.2190
H -3.751 0.025 0.077 0.2298
H -2.881 1.683 -0.190 0.2201
H -1.463 -3.436 -0.011 0.2191
H -1.564 -2.250 -1.616 0.2323
H -2.854 -2.204 -0.431 0.1964
H -0.450 -2.374 1.815 0.2072
H -2.068 -1.451 1.993 0.2116
H -0.692 -0.570 2.080 0.2025
H -0.485 1.155 1.441 0.2159
H -0.290 2.768 0.641 0.2218
H 1.069 1.617 0.719 0.2321
H 0.423 2.191 -2.175 0.2096
H -1.126 2.601 -1.697 0.2069
H -1.018 1.039 -2.667 0.2231
H 4.638 -0.764 0.607 0.2180
H 4.896 0.735 -0.137 0.2154
H 3.856 0.709 1.303 0.2142
H 2.437 1.022 -0.917 0.1832
H 2.933 -0.503 -1.380 0.2056
H 2.039 -1.568 0.602 0.3937
```

* Kohn-Sham gap: 10.073 eV
* total charge: 0
* highest occupied orbital energy: -9.316 eV

=====

Most stable structure among those shown: Q.